Record 1
Molecular formula: C18H28Br2LaN5P
Method: DFT, ωB97M-V/def2-TZVPD

Summary:
Total charge: +3
Energy above the lowest of the compared OMol25 structures with the same formula, charge and spin: 0.0 kcal/mol
HOMO: -17.49 eV
Orbital gap: 7.88 eV

Each line ends with the Löwdin charge.
Geometry (Å):
C  -4.8358  -2.3171  -1.6503  -0.0067
C  -0.0038  5.1706  1.0165  -0.6706
C  -0.4825  4.6369  -0.1903  -0.0563
H  1.4501  -0.6272  5.5855  0.1298
H  -0.7619  5.2786  -1.0487  0.1402
H  1.3484  -1.2007  3.2343  0.1249
H  3.6300  1.8048  -1.4662  0.0360
N  0.8117  0.6800  2.5459  -0.1049
H  -5.1261  -1.5324  0.6979  0.0788
H  -0.1743  -2.5803  -3.2873  0.1190
H  5.0857  -2.0137  -1.0172  0.0837
P  3.1166  -0.5758  -1.3334  0.6602
N  -1.7653  -0.6061  -0.6352  -0.1346
H  3.4238  -1.9754  -3.2795  0.0356
H  -2.4753  -0.0457  -0.2251  0.0148
H  4.2945  -0.4753  -3.4606  0.0786
H  -2.9575  -4.1138  -1.6411  0.0894
H  -0.6171  2.8604  -1.3729  0.1181
C  3.3343  -0.9313  -3.1231  -0.2491
C  4.1281  0.9309  -1.1331  -0.2603
C  0.2783  2.9637  1.7831  -0.2077
H  0.2953  3.3804  4.4826  0.1084
C  1.1481  0.1271  4.8653  -0.0541
H  -5.6345  -1.5495  -1.6747  0.1141
C  1.1169  -0.1641  3.5145  -0.1481
H  5.0515  0.8413  -1.6474  0.0544
H  -5.3582  -3.2155  -1.2921  0.1157
C  0.5571  1.9814  2.9063  -0.1760
C  -0.3945  3.2747  -0.4061  -0.1237
H  0.7171  4.6932  2.9857  0.1257
H  -1.3306  -4.5070  -2.4101  0.1158
C  0.5117  2.3687  4.2456  -0.0142
H  2.5307  -0.5531  -3.7652  0.0486
C  0.3555  4.2931  2.0495  -0.0309
N  -3.7463  -1.7401  -0.8312  -0.1175
H  4.2415  -1.5981  0.5223  0.0409
C  0.9132  1.4606  5.2370  -0.6509
C  -4.2648  -1.0788  0.3694  -0.0208
H  -2.6389  -3.7995  -3.3996  0.1153
La  0.4736  -0.0372  0.1027  1.9696
C  -2.4313  -1.6757  -1.1501  -0.4146
C  4.0976  -1.9115  -0.5159  -0.2586
Br  0.1861  6.9747  1.2099  0.9778
C  -2.2190  -3.8397  -2.3782  0.0237
H  -4.4910  -0.0451  0.1497  0.1063
H  -4.4596  -2.3858  -2.6587  0.0879
N  -1.8098  -2.4556  -2.0173  -0.1203
C  -0.4612  -2.0984  -2.3549  -0.1035
H  4.3449  0.9878  -0.0743  0.0474
N  -0.0450  2.4340  0.5650  -0.0891
H  0.3140  -2.4193  -1.6772  0.0580
H  3.5109  -2.8608  -0.5320  0.0588
H  -3.5112  -1.1535  1.1785  0.1090
Br  1.1514  1.9808  6.9943  0.9503
H  -0.4230  -1.0405  -2.5927  0.0754


Record 2
Molecular formula: C18H28BrGeN2ReSSi
Method: DFT, ωB97M-V/def2-TZVPD

Summary:
<S²>: 0.90
Multiplicity: 2
Total charge: -1
Energy above the lowest of the compared OMol25 structures with the same formula, charge and spin: 26.1 kcal/mol
HOMO (alpha / beta): -3.79 / -3.74 eV
Orbital gap (alpha / beta): 5.97 / 6.10 eV

Each line ends with the Löwdin charge.
Geometry (Å):
H  -1.5531  2.8971  4.6577  0.0825
H  -3.8154  0.9566  -2.9984  0.0008
H  -3.2462  -1.1154  -0.3918  -0.0011
C  -1.1886  2.1450  3.9708  -0.1350
C  2.5963  0.2221  -3.1348  -0.1820
H  -3.4099  2.9558  -0.2755  0.0003
C  -3.0697  -0.1395  0.0493  -0.2098
H  -2.3027  3.5804  -1.4922  0.0000
H  -0.4733  -4.0326  -0.7098  0.0151
H  0.2266  1.4465  -2.2078  -0.0569
H  -1.3612  -4.4072  2.0663  0.0186
N  0.1317  -0.7263  1.2098  -0.2858
Si  -0.0642  -2.4558  1.2308  0.4186
C  -1.5299  0.8118  4.1285  -0.1163
C  -2.3943  2.8960  -0.6539  -0.2229
C  -0.4671  -2.9528  -0.5857  -0.1888
H  2.3576  -3.1584  1.0411  -0.0463
H  -2.6868  -0.3751  -3.2245  -0.0007
H  -1.1166  -3.2938  3.3838  0.0145
C  0.0897  1.5409  2.0279  -0.0794
H  3.7548  1.7103  -0.4601  0.0527
C  -1.0694  -0.1476  3.2536  -0.0640
H  -1.4263  -2.5636  -0.9145  0.0012
H  0.7337  1.8439  1.2009  0.0646
S  3.3388  -0.5642  0.8610  -0.0992
H  -1.3400  -1.1762  3.4091  0.0624
Ge  -1.9557  0.9979  -1.1576  0.7516
H  0.2890  -2.5423  -1.2611  -0.0127
H  1.7874  -0.4472  -3.3969  0.1010
C  3.4718  0.6914  -4.0821  -0.6661
H  5.3948  2.5679  -2.0818  0.1053
H  -4.0320  0.3461  0.1973  0.0093
C  -0.0115  0.7861  -1.3570  -0.4762
C  -0.3590  2.4919  2.9154  -0.1177
H  1.4074  -4.4539  1.7391  0.0111
H  -2.3731  -2.9834  2.1950  0.0153
C  4.5258  1.5403  -3.7568  -0.1138
H  -2.5965  -0.2740  1.0135  -0.0157
H  -0.0654  3.5241  2.7737  0.0948
H  1.8887  -3.0759  2.7167  0.0186
Br  3.2544  0.1373  -5.8943  0.7054
C  -0.2662  0.1807  2.1484  -0.3985
H  5.2226  1.8942  -4.4996  0.0956
N  2.6852  0.5725  -1.8238  -0.2254
C  1.5482  -3.3764  1.7301  -0.2244
H  -2.2428  1.2375  -3.7405  -0.0019
C  4.6085  1.9065  -2.4123  -0.0612
C  -2.7648  0.6779  -2.9699  -0.2432
H  -2.1739  0.5095  4.9460  0.0927
C  3.6960  1.4339  -1.5057  -0.1844
C  -1.3619  -3.3525  2.3277  -0.1984
Re  1.4290  -0.1143  -0.3337  0.9054
H  -1.7203  3.2263  0.1287  -0.0100


Record 3
Molecular formula: C18H28Cl3N2O
Method: DFT, ωB97M-V/def2-TZVPD

Summary:
Total charge: +1
HOMO: -11.78 eV
Orbital gap: 7.97 eV

Each line ends with the Löwdin charge.
Geometry (Å):
Cl  0.8369  -4.7844  -1.3163  0.5231
H  -3.4456  1.7831  -0.9362  0.1209
H  -4.5275  2.0283  2.7094  0.0881
C  0.5704  0.3536  -1.7141  0.0705
H  -0.6247  -2.3674  -0.2738  0.0459
H  3.3811  -0.3127  0.5662  0.1806
Cl  -1.8213  -4.8757  -0.1598  0.5596
H  -2.2510  0.5694  -2.6416  0.0947
H  -1.3264  -0.9627  0.4779  0.1188
H  -0.2444  0.5558  -2.3906  0.1160
H  -2.6660  -2.0846  -1.3314  0.0954
H  3.9815  4.3142  1.0674  0.1086
N  2.2702  3.1359  1.2658  0.0149
H  1.6174  3.3871  0.5355  0.0665
H  -4.2246  -0.6735  0.0924  0.1279
C  -3.7815  0.2494  0.4858  -0.2351
C  0.3928  -0.5945  -0.7065  -0.1084
H  -6.1467  1.3996  2.3840  0.0886
H  1.8706  1.7957  -2.6384  0.1373
C  -2.9140  0.8892  -0.6087  -0.1673
C  0.5902  -0.3883  3.4290  0.1477
C  3.6578  3.3017  0.8290  -0.2659
H  4.5296  1.4656  -2.0080  0.1331
H  2.4742  -2.1165  1.5137  0.1341
C  -1.9348  -1.3174  -1.5846  -0.1801
C  -5.0843  1.2083  2.2492  -0.0976
N  2.6151  -0.1346  -0.0711  0.1962
O  -4.8060  1.1356  0.8644  -0.1807
H  4.2887  2.6295  1.4129  0.1123
C  1.4676  -1.7449  1.3073  -0.1112
C  -2.7073  -0.0011  -1.8316  -0.2011
C  0.9909  -1.0059  2.4890  -0.1117
C  1.7554  1.0578  -1.8589  0.0363
H  -1.9586  1.2365  -0.2053  0.1055
C  3.9256  3.0507  -0.6638  -0.1740
H  4.8321  3.5814  -0.9522  0.1174
H  0.2701  0.1347  4.2990  0.0443
Cl  0.2093  -6.7513  0.7289  0.5552
C  -0.4172  -5.8357  -0.6310  -1.5301
C  1.4758  -0.8365  0.1120  -0.1477
H  -3.6975  -0.2677  -2.2060  0.1191
H  -4.8457  0.2768  2.7651  0.0839
C  4.0973  1.5628  -1.0118  -0.1123
H  4.7915  1.1081  -0.3033  0.1217
C  -0.9028  -1.3293  -0.4591  -0.1492
H  -0.7251  -6.5283  -1.4029  0.0179
H  0.8400  -2.6189  1.1439  0.1100
H  -1.4594  -1.6552  -2.5072  0.1205
H  2.0679  2.1910  1.5627  0.0449
H  3.1025  3.4679  -1.2464  0.1095
H  -3.1642  -0.0154  1.3492  0.1089
C  2.8005  0.8203  -0.9937  -0.2036


Record 4
Molecular formula: C18H28ClFNO5S
Method: DFT, ωB97M-V/def2-TZVPD

Summary:
SMILES: CC[C@@H](Cl)[N@H+]1[C@@H](Cc2ccccc2C)[C@@H](OC[C@H](C)O)O[C@@]1(F)S(C)(=O)=O
Total charge: +1
HOMO: -11.93 eV
Orbital gap: 9.45 eV

Each line ends with the Löwdin charge.
Geometry (Å):
H  2.9092  0.0889  -0.5688  0.1635
S  0.3585  0.7332  -3.9525  0.7137
H  -0.7726  -2.4860  1.4174  0.1291
C  1.9160  0.3777  -0.2113  -0.0910
C  -3.2405  -2.4167  0.6741  -0.0235
H  -1.3895  2.4423  3.8373  0.1129
C  -0.7035  -2.2512  0.3534  -0.0725
H  1.6618  -2.4994  3.2411  0.0883
C  0.2295  1.7727  2.6179  -0.0609
O  1.0856  1.8841  -4.4148  -0.2653
H  -2.1870  -1.2342  -0.7931  0.1368
O  0.8224  -0.8894  -1.8858  0.0848
H  2.9902  -1.3538  3.2762  0.1003
C  0.0910  -0.5980  3.9930  -0.0387
C  -2.0886  -2.2098  -0.3160  -0.3770
C  1.0993  -0.9129  -0.4160  -0.2629
H  -1.9205  -4.0134  -1.0957  0.0971
H  -2.9841  2.4392  -0.5798  0.0862
H  -0.7171  1.4230  0.3887  0.0896
H  -3.6499  -1.4615  1.0080  0.0845
F  2.6184  0.0577  -2.8971  0.0852
C  1.3203  0.2132  -2.4517  -0.5288
H  -1.9187  3.5969  -1.3745  0.0860
H  -2.9368  -2.9906  1.5511  0.0778
O  -2.1562  -3.1312  -1.4051  -0.0320
H  -4.0439  -2.9558  0.1685  0.0882
H  0.7342  -0.1908  -5.9994  0.0924
C  1.1049  0.7421  2.2894  -0.1905
H  1.4913  -1.2122  -4.7455  0.0840
H  -0.2903  -1.2678  -4.9748  0.0890
H  0.0449  -1.5269  4.5499  0.1175
Cl  1.0490  3.7146  -0.4688  0.7769
C  1.0558  -0.4524  3.0127  -0.2348
C  0.3321  2.2930  -1.2582  -0.5910
H  2.2565  -1.7737  1.7406  0.0613
H  -1.9196  3.4558  0.3917  0.0758
H  1.7335  -1.7935  -0.2762  0.1688
C  -0.8058  0.4186  4.2869  -0.0592
H  0.1446  2.6276  -2.2779  0.0916
H  -0.0871  -3.0039  -0.1482  0.1397
H  3.0583  0.4063  1.5405  0.1252
O  -1.0251  0.8283  -3.5999  -0.2550
O  -0.0577  -0.9648  0.2626  -0.0458
C  2.1581  0.9333  1.2124  -0.0533
C  2.0330  -1.5782  2.7918  -0.0241
C  -0.9278  1.7942  -0.6098  -0.2455
H  2.4512  1.9808  1.1431  0.1035
H  -1.3058  0.9640  -1.2029  0.0968
C  -1.9955  2.8948  -0.5419  -0.0663
H  2.2767  1.8309  -1.6684  0.1723
N  1.4653  1.2805  -1.3736  0.0587
C  0.6018  -0.6460  -5.0146  -0.0942
H  0.3017  2.7264  2.1090  0.0898
H  -1.5471  0.2757  5.0632  0.1113
C  -0.7246  1.6181  3.6017  -0.0666


Computed values of max |F| (unit: Eh/bohr) for the preceding records, in sequence: 0.0591, 0.0584, 0.0108, 0.0109.